1.
Computed, not measured: a molecular structure, C3H5GaMgO3 at a distorted geometry, with wB97M-V/def2-TZVPD.

The multiplicity is 2. The net charge is +1. The HOMO energy (alpha / beta) comes out at -12.47 / -11.68 eV. For the frontier orbital gap (alpha / beta), the calculation gives 7.7 / 4.1 eV. The value obtained for the LUMO energy (alpha / beta) is -4.8 / -7.5 eV.

Positions of all 13 atoms, in Å:
O -0.33 2.09 -0.50
C -1.48 1.55 -0.11
C -1.73 0.22 -0.07
O -0.83 -0.66 -0.64
C 0.08 -1.37 0.22
Mg 1.02 0.80 -1.02
H -2.27 2.22 0.25
H -2.49 -0.22 0.57
H 0.17 -2.37 -0.24
H -0.21 -1.28 1.28
Ga 3.99 0.33 -0.03
O 2.49 -0.08 -0.15
H 1.60 -1.22 0.44

2.
Computed, not measured: 8 unconnected molecules or ions with the total composition C15H32Cl14O4 at a distorted geometry, with wB97M-V/def2-TZVPD.

The multiplicity is 2. The net charge is -1. The HOMO energy (alpha / beta) comes out at -0.55 / -6.49 eV. For the frontier orbital gap (alpha / beta), the calculation gives 2.3 / 8.2 eV. The value obtained for the LUMO energy (alpha / beta) is 1.7 / 1.7 eV.

Positions of all 65 atoms, in Å:
C 3.43 -4.10 -2.85
Cl 4.84 -4.09 -1.78
Cl 1.96 -3.84 -1.89
Cl 3.58 -2.77 -4.09
Cl 3.31 -5.72 -3.60
C -2.99 0.39 3.27
C -4.13 0.89 4.22
O -3.77 0.98 5.57
O -2.08 1.45 2.93
H -3.44 0.04 2.35
H -2.37 -0.38 3.73
H -4.98 0.22 4.28
H -4.42 1.92 4.03
H -4.39 1.58 5.98
H -1.54 1.68 3.69
C 0.29 0.34 -5.13
C 1.80 0.12 -5.16
O 2.54 1.33 -5.03
O -0.05 1.39 -5.98
H 0.01 0.46 -4.08
H -0.22 -0.59 -5.41
H 2.16 -0.47 -6.00
H 2.05 -0.50 -4.30
H 2.07 2.02 -5.51
H 0.33 1.08 -6.80
Cl -5.51 -0.35 1.02
C -4.55 0.10 -0.38
C -4.66 -0.92 -1.55
Cl -4.02 -2.49 -1.02
H -3.50 0.06 -0.10
H -4.80 1.11 -0.71
H -4.02 -0.61 -2.37
H -5.71 -1.04 -1.82
Cl 1.52 1.79 1.91
C 0.41 3.07 1.52
C 0.81 3.71 0.19
Cl 0.65 2.71 -1.29
H 0.36 3.81 2.33
H -0.61 2.69 1.46
H 1.85 4.03 0.28
H 0.30 4.65 -0.01
Cl 6.41 0.86 -0.50
C 4.70 1.16 -1.08
C 4.07 -0.17 -1.35
Cl 3.67 -1.04 0.22
H 4.72 1.80 -1.97
H 4.17 1.70 -0.30
H 4.76 -0.69 -2.02
H 3.12 -0.05 -1.88
Cl -1.32 -0.08 -1.93
C -0.43 -1.42 -1.15
C -0.48 -1.24 0.34
Cl -0.10 -2.76 1.18
H 0.60 -1.42 -1.51
H -0.91 -2.29 -1.57
H -1.47 -0.93 0.66
H 0.26 -0.49 0.65
Cl 1.41 -0.63 6.99
C 0.96 -0.38 5.27
C 0.36 -1.64 4.58
Cl 1.30 -3.12 4.79
H 1.94 -0.25 4.82
H 0.30 0.50 5.27
H 0.06 -1.45 3.55
H -0.59 -1.75 5.09